# 1
Computed, not measured: C16H16N2O4PbS as an isolated structure, with ωB97M-V with the def2-TZVPD basis set.

Last column: natural (NBO) charge in e.
Atoms and positions in Å:
Pb  1.91961  0.78693  0.96240  1.437
N  2.78996  -1.45119  0.07672  -0.858
C  4.20107  -1.07160  -0.16925  -0.320
C  4.20600  0.14951  -1.10610  0.635
O  4.86004  0.11678  -2.13915  -0.641
N  3.38964  1.12799  -0.68340  -0.833
C  2.93706  2.12412  -1.63394  -0.362
C  1.40441  2.25196  -1.64240  0.779
O  0.84958  2.88100  -2.51289  -0.616
O  0.75221  1.66387  -0.65035  -0.906
H  2.35682  -1.68996  -0.81059  0.390
H  2.70318  -2.26232  0.67958  0.389
H  4.66784  -0.83314  0.78914  0.204
H  4.77401  -1.86260  -0.65035  0.216
H  3.33464  3.11808  -1.40694  0.213
H  3.26493  1.87948  -2.64445  0.247
O  -0.32740  0.25571  2.90354  -0.988
S  -1.68010  -0.28269  2.56432  1.278
C  -2.49996  0.92450  1.52684  -0.296
C  -1.84638  2.09618  1.20188  -0.199
C  -2.46355  3.00042  0.34629  -0.183
C  -3.73120  2.73233  -0.14289  -0.193
C  -4.39159  1.56085  0.21634  -0.218
C  -3.77669  0.64731  1.05390  -0.165
C  -1.37294  -1.48868  1.26446  -0.172
C  -0.86756  -1.09156  0.02867  -0.266
C  -0.54166  -2.05685  -0.90904  -0.207
C  -0.72416  -3.40592  -0.61579  -0.200
C  -1.23264  -3.79163  0.61455  -0.208
C  -1.55712  -2.82821  1.56351  -0.233
H  -0.86050  2.28992  1.60171  0.237
H  -1.93860  3.89869  0.05232  0.230
H  -4.21023  3.43544  -0.81125  0.221
H  -5.38343  1.35796  -0.16516  0.219
H  -4.27597  -0.27616  1.32402  0.212
H  -0.75782  -0.03710  -0.20982  0.265
H  -0.16698  -1.75765  -1.88022  0.227
H  -0.47804  -4.15545  -1.35678  0.221
H  -1.37869  -4.83987  0.83881  0.222
H  -1.94782  -3.11647  2.53177  0.226

Results
LUMO level = -0.155 eV
energy relative to the best compared isomer or geometry (same formula, charge and spin) = 4.2 kcal per mole
HOMO level = -8.622 eV
orbital gap = 8.47 eV
maximum force = 0.45 eV Å⁻¹
M = 539.581 g/mol

=====

# 2
Computed, not measured: C7H14BClInO5 as an isolated structure at a distorted geometry, with ωB97M-V with the def2-TZVPD basis set.

Last column: Mulliken charge in e.
Atoms and positions in Å:
C  0.68806  -2.76271  0.88258  -0.786
C  -0.44835  -2.30480  -0.24659  0.365
Cl  -0.69431  -3.77045  -1.36550  -0.267
C  0.26407  -1.10212  -1.12575  -1.209
In  0.19668  0.93740  -0.05122  0.365
C  2.06735  2.09849  -0.69724  -0.634
C  3.09386  0.94385  -1.33094  0.059
O  3.74438  0.08152  -0.51068  -0.555
C  -1.69028  1.96640  -0.89798  -0.618
C  -2.85224  0.77843  -0.88551  0.481
O  -3.19323  0.24600  -2.06305  -0.560
O  -3.49164  0.24602  0.33045  -0.533
B  0.01118  0.76568  2.20449  0.580
O  0.30477  2.00054  3.01486  -0.560
O  -0.40673  -0.49789  2.90422  -0.657
H  1.32086  -1.78680  1.12021  0.150
H  1.43081  -3.52265  0.37993  0.361
H  0.16481  -3.17076  1.85082  0.214
H  -1.47234  -1.97039  0.25341  0.089
H  1.35951  -1.45171  -1.34802  0.351
H  -0.28416  -0.95692  -2.16911  0.343
H  2.53422  2.64982  0.22426  0.231
H  1.68420  2.85375  -1.53362  0.225
H  3.21290  0.85084  -2.49260  0.226
H  -1.97058  2.90630  -0.26042  0.255
H  -1.43004  2.20600  -2.02657  0.207
H  -2.80257  -0.20232  0.93460  0.276
H  -0.16968  2.79371  2.58377  0.271
H  -1.17150  -0.82523  2.32120  0.330

Results
LUMO level = 2.558 eV
HOMO level = -5.277 eV
orbital gap = 7.84 eV
maximum force = 7.80 eV Å⁻¹
total charge = -1
M = 339.267 g/mol

=====

# 3
Computed, not measured: C33H26IrN8O5S2 as an isolated structure at a distorted geometry, with ωB97M-V with the def2-TZVPD basis set.

Last column: Mulliken charge in e.
Atoms and positions in Å:
Ir  1.04502  -0.53387  -0.55194  3.008
N  -0.77439  2.51465  2.18219  0.256
C  -0.11905  1.42987  1.76208  -0.445
N  0.03982  1.11472  0.50540  -0.879
C  -0.57443  1.92034  -0.45927  0.349
N  -0.44919  1.59157  -1.72289  -1.470
N  0.25868  0.54187  -1.98534  1.358
C  0.38733  0.09762  -3.26177  -0.782
C  1.13790  -1.06003  -3.42188  0.864
C  1.40820  -1.66131  -4.67801  -1.184
C  2.08844  -2.84815  -4.72608  -0.270
C  2.50447  -3.44432  -3.52388  -1.050
C  2.24549  -2.80007  -2.32554  0.153
N  1.60536  -1.63985  -2.25627  -0.044
C  -1.34946  3.06003  -0.06790  1.002
C  -2.01210  3.85777  -0.99828  -0.480
C  -2.72981  4.95253  -0.56111  -0.839
C  -2.83440  5.22957  0.80239  -0.573
C  -2.21674  4.42964  1.74734  -0.839
C  -1.45488  3.34824  1.31483  -0.171
H  -0.94506  2.62330  3.17947  0.421
H  0.32162  0.79832  2.52381  0.532
H  -0.09979  0.63966  -4.05918  0.525
H  1.07005  -1.15758  -5.56800  0.528
H  2.30286  -3.32390  -5.67004  0.476
H  3.02283  -4.38989  -3.52865  0.487
H  2.58527  -3.22483  -1.38800  0.516
H  -1.94737  3.59370  -2.04008  0.532
H  -3.21982  5.58806  -1.28051  0.477
H  -3.40503  6.08431  1.12347  0.450
H  -2.33235  4.63777  2.80088  0.479
O  3.33097  -2.67369  2.29375  -0.658
C  2.90839  -1.82743  1.54585  0.307
O  1.77129  -1.80131  0.97277  -1.006
C  3.79295  -0.63368  1.16232  0.488
C  5.04268  -0.48526  1.77712  -0.954
C  5.82608  0.55746  1.35508  -0.567
C  5.36838  1.42124  0.34010  0.705
C  6.13257  2.49720  -0.15952  -0.914
C  5.64396  3.29538  -1.15694  -0.641
C  4.36369  3.06232  -1.69075  -0.816
C  3.58980  2.03177  -1.23076  -0.063
C  4.07072  1.18764  -0.21549  0.246
N  3.32815  0.15575  0.23002  -0.225
H  5.32960  -1.19553  2.53919  0.585
H  6.80027  0.71566  1.79474  0.481
H  7.11418  2.66307  0.25834  0.441
H  6.23991  4.11010  -1.54016  0.422
H  3.99499  3.70603  -2.47309  0.463
H  2.60416  1.83557  -1.63169  0.313
C  -1.77180  -4.29226  -0.96314  -1.496
C  -0.76143  -3.36805  -0.34840  0.539
N  0.11049  -3.92165  0.47880  -0.087
O  -0.76354  -2.15690  -0.61798  -0.629
H  -2.34177  -4.78230  -0.17924  0.436
H  -1.26393  -5.06027  -1.54343  0.420
H  -2.43114  -3.73070  -1.61564  0.297
H  0.09440  -4.90931  0.67347  0.195
H  0.81816  -3.33157  0.91839  0.273
O  -2.46757  1.00439  3.58560  -0.663
S  -3.58494  1.06631  2.68468  1.097
O  -4.34876  2.26892  2.67454  -0.600
N  -2.96559  0.81575  1.13104  -0.016
C  -3.46583  -0.26018  0.62937  0.570
S  -3.08063  -0.71785  -0.96194  -0.052
C  -4.37367  -1.04235  1.47314  0.243
C  -5.00446  -2.24209  1.17782  -0.756
C  -5.82744  -2.80090  2.14434  -0.668
C  -6.02260  -2.17467  3.36735  -0.590
C  -5.38961  -0.96916  3.66787  -0.665
C  -4.57037  -0.43389  2.70652  0.299
H  -4.85699  -2.70975  0.21708  0.515
H  -6.32878  -3.73556  1.94427  0.419
H  -6.67426  -2.62458  4.09985  0.429
H  -5.54021  -0.48335  4.61754  0.496

Results
LUMO level (alpha / beta) = -7.207 / -7.704 eV
energy relative to the best compared isomer or geometry (same formula, charge and spin) = 0.0 kcal per mole
HOMO level (alpha / beta) = -13.411 / -13.407 eV
orbital gap (alpha / beta) = 6.20 / 5.70 eV
maximum force = 4.18 eV Å⁻¹
total charge = +2
⟨S²⟩ = 0.772
M = 870.973 g/mol
2S+1 = 2

=====

# 4
Computed, not measured: an isolated molecule of C5H9N3O at a distorted geometry, with ωB97M-V with the def2-TZVPD basis set.

Last column: natural (NBO) charge in e.
Atoms and positions in Å:
H  2.78125  -0.70139  2.42413  0.338
N  2.26584  -0.07166  1.81603  -0.736
C  1.44190  -0.65658  1.05066  0.556
N  1.21156  -1.99533  0.87458  -0.818
N  0.53292  0.08753  0.29518  -0.477
C  0.74446  1.20440  -0.27605  0.225
C  -0.32174  1.49033  -1.25721  -0.577
C  -1.08965  0.05178  -1.07574  0.653
C  -2.27629  0.15163  -0.14894  -0.718
O  -0.93544  -0.85499  -1.86300  -0.607
H  1.86357  -2.65370  1.27127  0.393
H  0.64572  -2.27261  0.08593  0.415
H  1.65270  1.79438  -0.14932  0.193
H  0.07102  1.48645  -2.27191  0.247
H  -0.89130  2.38814  -1.01026  0.230
H  -3.02116  0.82704  -0.57444  0.228
H  -2.72286  -0.82838  -0.00424  0.229
H  -1.95249  0.55294  0.81333  0.228

Results
LUMO level = 0.659 eV
energy relative to the best compared isomer or geometry (same formula, charge and spin) = 42.2 kcal per mole
HOMO level = -9.211 eV
orbital gap = 9.87 eV
maximum force = 2.65 eV Å⁻¹
M = 127.147 g/mol
structure (SMILES) = [H]/N=C(N)/N=C/CC(C)=O

=====

Copy entry 4 word for word.
Computed, not measured: an isolated molecule of C5H9N3O at a distorted geometry, with ωB97M-V with the def2-TZVPD basis set.

Last column: natural (NBO) charge in e.
Atoms and positions in Å:
H  2.78125  -0.70139  2.42413  0.338
N  2.26584  -0.07166  1.81603  -0.736
C  1.44190  -0.65658  1.05066  0.556
N  1.21156  -1.99533  0.87458  -0.818
N  0.53292  0.08753  0.29518  -0.477
C  0.74446  1.20440  -0.27605  0.225
C  -0.32174  1.49033  -1.25721  -0.577
C  -1.08965  0.05178  -1.07574  0.653
C  -2.27629  0.15163  -0.14894  -0.718
O  -0.93544  -0.85499  -1.86300  -0.607
H  1.86357  -2.65370  1.27127  0.393
H  0.64572  -2.27261  0.08593  0.415
H  1.65270  1.79438  -0.14932  0.193
H  0.07102  1.48645  -2.27191  0.247
H  -0.89130  2.38814  -1.01026  0.230
H  -3.02116  0.82704  -0.57444  0.228
H  -2.72286  -0.82838  -0.00424  0.229
H  -1.95249  0.55294  0.81333  0.228

Results
LUMO level = 0.659 eV
energy relative to the best compared isomer or geometry (same formula, charge and spin) = 42.2 kcal per mole
HOMO level = -9.211 eV
orbital gap = 9.87 eV
maximum force = 2.65 eV Å⁻¹
M = 127.147 g/mol
structure (SMILES) = [H]/N=C(N)/N=C/CC(C)=O